Entry 1:
{"formula": "C11H29AlI2OP2Si", "method": "ωB97M-V/def2-TZVPD", "elements": ["I", "I", "P", "P", "Si", "Al", "O", "C", "C", "C", "C", "C", "C", "C", "C", "C", "C", "C", "H", "H", "H", "H", "H", "H", "H", "H", "H", "H", "H", "H", "H", "H", "H", "H", "H", "H", "H", "H", "H", "H", "H", "H", "H", "H", "H", "H", "H"], "coordinates": [[-0.03904, 1.36722, -6.66026], [-0.03603, -1.34891, -6.83066], [-2.46382, 0.07312, -1.28856], [2.35585, 0.09108, -0.97266], [0.11919, -0.07157, 2.93691], [0.00865, 0.22027, -0.53753], [-0.04067, -0.18620, -3.72834], [3.24191, 0.02086, -2.56711], [3.15304, 1.51302, -0.14096], [-3.26282, 0.02751, -2.92517], [-3.23979, 1.55185, -0.54176], [1.78495, -0.89233, 3.22553], [-0.10691, -0.06923, -2.58165], [-0.58158, -0.49842, 1.20821], [-1.16576, -0.76215, 4.14565], [-3.33842, -1.34128, -0.51356], [0.40326, 1.77236, 3.19861], [3.07574, -1.36263, -0.12329], [-0.40774, 2.39080, 2.78293], [1.78834, -1.92471, 2.85008], [-2.94546, 0.90275, -3.50866], [3.01732, 2.40410, -0.76960], [2.02371, -0.91854, 4.30642], [0.48517, 2.00122, 4.27941], [-0.59607, -1.60457, 1.11315], [2.83951, -2.26128, -0.70789], [-2.96658, -0.89813, -3.43991], [2.96767, 0.88303, -3.18910], [2.97180, -0.90105, -3.10053], [4.22798, 1.31417, -0.01879], [2.59277, -0.34042, 2.73102], [-4.32728, 1.40862, -0.49483], [-1.29510, -1.84404, 3.98515], [-4.42104, -1.18455, -0.61670], [-4.35801, 0.04016, -2.79183], [-1.64690, -0.22802, 1.33739], [-3.06212, -2.25996, -1.04758], [-3.01622, 2.41717, -1.17989], [-2.83913, 1.72953, 0.46536], [2.69157, 1.70091, 0.83898], [-2.14856, -0.28915, 3.98580], [2.66487, -1.48163, 0.88564], [4.33166, 0.02964, -2.38673], [4.16758, -1.24580, -0.07173], [-3.07420, -1.44735, 0.54184], [1.33911, 2.10052, 2.72864], [-0.87237, -0.59805, 5.18855]], "atomic_forces_ev_per_a": [[0.000, -0.741, -0.119], [-0.004, 0.739, -0.070], [-2.135, 0.575, 0.539], [2.644, 0.465, 0.942], [0.204, -0.140, 1.117], [-1.232, -1.414, 0.865], [-0.713, 0.463, 4.090], [-0.671, 0.075, -0.518], [-0.237, 0.175, 0.003], [0.482, 0.089, -0.325], [0.133, 0.032, 0.053], [-0.056, -0.161, 0.020], [1.339, -0.873, -5.102], [0.185, 0.404, -0.292], [0.011, 0.088, -0.525], [0.424, -0.207, 0.141], [-0.316, 0.098, -0.172], [-0.616, -0.314, 0.068], [0.168, -0.079, 0.230], [0.080, 0.108, 0.222], [-0.197, -0.296, -0.050], [0.097, -0.148, 0.212], [-0.153, 0.005, -0.517], [-0.068, -0.154, -0.533], [0.211, 0.308, -0.044], [0.104, 0.130, 0.163], [-0.173, 0.317, -0.033], [0.165, -0.211, 0.050], [0.131, 0.244, 0.065], [-0.351, 0.060, -0.030], [-0.031, -0.056, 0.111], [0.263, 0.094, 0.036], [0.058, 0.271, 0.116], [0.309, 0.044, -0.010], [0.479, 0.019, -0.015], [0.397, 0.079, -0.232], [-0.103, 0.146, 0.177], [-0.101, -0.122, 0.217], [-0.220, 0.024, -0.221], [0.221, -0.060, -0.221], [0.273, -0.107, 0.121], [0.172, 0.032, -0.248], [-0.538, 0.013, 0.134], [-0.329, 0.095, -0.067], [-0.183, -0.062, -0.242], [-0.098, -0.025, 0.093], [-0.028, -0.023, -0.197]], "e_lumo_ev": -9.0598, "e_above_lowest_kcal_mol": 0.0, "gap_ev": 4.98, "total_charge": 2}



Entry 2:
{"formula": "C15H20BrMnO2S4", "method": "ωB97M-V/def2-TZVPD", "elements": ["Br", "Mn", "S", "S", "S", "S", "O", "O", "C", "C", "C", "C", "C", "C", "C", "C", "C", "C", "C", "C", "C", "C", "C", "H", "H", "H", "H", "H", "H", "H", "H", "H", "H", "H", "H", "H", "H", "H", "H", "H", "H", "H", "H"], "coordinates": [[2.38333, -1.49176, 4.00657], [0.13131, -0.06132, -0.11497], [0.09133, -2.34981, -1.12280], [2.34800, -0.07913, -1.19086], [0.13142, 2.24835, -1.01934], [-2.14384, -0.00960, -1.16171], [1.12135, -0.15129, 1.59845], [-1.00999, 0.20982, 1.48611], [-1.42343, 0.71235, 5.58491], [0.63693, -0.48020, 5.93219], [2.15995, -1.20897, -2.57825], [-1.98700, 1.19395, -2.49074], [-0.09135, 0.00998, 3.68770], [0.83935, -0.55306, 4.56160], [1.65687, -2.51951, -1.99897], [-1.22478, 0.62958, 4.22060], [-0.48377, 0.15598, 6.44114], [-2.34120, -1.57491, -2.03083], [-1.46213, 2.46516, -1.83987], [2.53149, 1.52024, -2.00014], [-1.02396, -2.12891, -2.53028], [1.20957, 2.09797, -2.45818], [0.02338, 0.01809, 2.21437], [1.54551, -3.28098, -2.77073], [2.99407, 2.16703, -1.25258], [1.36139, -0.92900, 6.59675], [-1.37565, 3.27574, -2.56353], [1.35625, 3.08645, -2.89544], [-2.30317, 1.20325, 5.97744], [-2.78552, -2.24855, -1.29556], [3.12230, -1.36437, -3.06759], [-1.94586, 1.04924, 3.53282], [-1.17354, -3.09722, -3.00976], [-0.62200, 0.20765, 7.51316], [2.35875, -2.90853, -1.25961], [-1.31844, 0.82030, -3.26646], [0.73840, 1.46099, -3.20679], [1.46759, -0.79140, -3.30932], [-3.06404, -1.46494, -2.83931], [-2.95990, 1.38860, -2.94388], [3.23885, 1.42626, -2.82404], [-2.14305, 2.80288, -1.05691], [-0.56478, -1.45636, -3.25536]], "atomic_forces_ev_per_a": [[-0.014, 0.013, -0.063], [-0.243, 0.239, -0.786], [-0.081, -0.097, 0.374], [-0.135, -0.004, 0.234], [-0.050, 0.063, 0.333], [0.174, -0.077, 0.033], [0.132, -0.072, 0.151], [0.024, -0.053, 0.312], [0.025, -0.012, -0.023], [-0.027, 0.015, 0.015], [0.087, -0.060, -0.142], [-0.061, 0.094, -0.094], [-0.059, 0.076, -0.061], [0.059, -0.020, 0.091], [0.129, -0.092, -0.058], [-0.039, 0.007, 0.014], [0.006, -0.011, -0.004], [-0.119, -0.101, -0.025], [-0.102, 0.073, -0.093], [0.147, 0.089, -0.052], [-0.047, -0.024, -0.118], [0.087, 0.030, -0.137], [0.069, -0.078, 0.056], [-0.025, 0.014, -0.007], [0.003, -0.015, -0.003], [-0.004, 0.004, -0.001], [0.035, -0.013, -0.001], [-0.006, 0.006, 0.027], [0.008, -0.002, 0.001], [-0.003, 0.005, -0.015], [0.012, 0.022, 0.038], [0.010, -0.003, 0.001], [0.010, -0.008, 0.024], [-0.002, 0.002, -0.009], [0.017, 0.015, -0.016], [0.027, 0.038, 0.001], [0.012, -0.038, 0.007], [-0.018, -0.037, -0.014], [0.033, 0.033, -0.012], [-0.014, -0.030, 0.043], [-0.024, -0.005, -0.015], [-0.009, -0.015, -0.014], [-0.023, 0.028, 0.008]], "e_lumo_ev": [-2.4020, -2.3224], "e_above_lowest_kcal_mol": 0.0, "spin_multiplicity": 2, "gap_ev": [8.83, 8.92], "total_charge": 1}



Entry 3:
{"formula": "C8H9BO2S", "method": "ωB97M-V/def2-TZVPD", "elements": ["S", "O", "O", "C", "C", "C", "C", "C", "C", "C", "C", "B", "H", "H", "H", "H", "H", "H", "H", "H", "H"], "coordinates": [[0.81522, -1.33150, -0.90181], [-1.92081, -2.36056, -0.58250], [1.44063, -2.49287, 1.80969], [1.12195, -0.08667, 1.59669], [-0.01117, 2.29306, 0.69883], [0.42872, 0.86824, 0.58535], [0.35311, 0.39622, -0.69664], [-0.79488, 2.28185, -1.61347], [-0.58620, 2.94946, -0.42175], [-0.74445, -3.01474, -0.35598], [-0.26425, 1.03321, -1.79018], [0.86399, -1.70684, 0.88802], [0.68824, -0.09684, 2.53131], [-2.26228, -1.84774, 0.26103], [-0.35566, 0.43620, -2.62993], [0.10135, 2.89334, 1.51907], [-0.34127, -3.49682, -1.26994], [-1.08445, 4.01127, -0.35720], [1.44697, -3.48465, 1.74114], [2.18196, -0.05754, 1.46784], [-1.07671, 2.81392, -2.47955]], "atomic_forces_ev_per_a": [[0.664, 1.006, -0.379], [-0.805, 1.042, 2.894], [-0.326, -3.204, 0.110], [-2.708, -1.040, -4.399], [-0.206, -2.760, -3.213], [0.460, 3.188, 1.071], [-0.401, -1.215, -0.707], [1.438, -0.192, -0.382], [-1.140, 1.092, 1.625], [-1.410, -0.893, -0.985], [0.489, -0.116, 2.461], [1.760, 3.934, 0.793], [-0.260, 0.396, 2.283], [1.212, -1.418, -2.531], [-0.246, -0.602, -1.938], [0.364, 0.876, 2.422], [-0.166, -0.235, 1.088], [1.469, -2.063, 0.245], [0.039, 1.422, -0.269], [0.749, 0.261, 0.526], [-0.976, 0.520, -0.715]], "e_lumo_ev": [0.3341, -1.4097], "e_above_lowest_kcal_mol": 64.8, "spin_multiplicity": 3, "gap_ev": [6.51, 7.05]}



> Number 2 is which compound?

C15H20BrMnO2S4